The following is a DFT calculation (wB97M-V/def2-TZVPD) of a cluster of 21 separate species, H42O21 in total at a distorted geometry.

Its charge is 0. The calculation puts the relative energy (zero: lowest compared OMol25 entry of this formula, charge and spin) at 258.1 kcal/mol. The value obtained for the frontier orbital gap is 9.64 eV. The total energy comes out at -1605.0128 Ha. As for the largest force on an atom: 0.2720 Eh/bohr. For the LUMO energy, the calculation gives -0.44 eV.

Each line ends with the Löwdin charge.
Positions of all 63 atoms, in Å:
O: -2.1427 1.4224 -2.4858  -0.085
H: -1.5397 1.1892 -1.7543  0.007
H: -2.8850 1.8122 -1.9521  0.069
O: -1.0072 -1.2309 -1.1816  -0.131
H: -1.7391 -1.9742 -1.0473  0.078
H: -1.4870 -0.7278 -1.9849  0.081
O: -3.7938 -2.8430 -2.7542  -0.019
H: -2.9298 -3.4771 -2.6415  0.164
H: -3.8195 -2.1369 -3.1945  -0.114
O: -0.3319 1.4475 4.5373  -0.087
H: 0.1959 0.7732 4.0600  0.012
H: -1.2426 1.0229 4.4525  0.077
O: 1.9756 -3.3802 -1.1235  -0.028
H: 2.6991 -2.7823 -1.4895  0.072
H: 1.6432 -2.8384 -0.5055  -0.100
O: -3.8031 0.9741 1.1950  -0.049
H: -4.1205 1.1846 2.0667  0.047
H: -4.5683 0.6715 0.6536  0.032
O: -1.7413 4.7064 -0.8684  -0.056
H: -1.5787 4.6365 -1.7568  -0.036
H: -0.9577 5.1767 -0.3923  0.104
O: 1.8478 -0.9239 -0.3992  -0.090
H: 2.2710 -0.8062 -1.3012  0.043
H: 1.5322 -0.0657 -0.1587  -0.019
O: 3.2272 -2.1561 1.8862  -0.146
H: 3.5470 -1.7489 0.9498  0.115
H: 2.3405 -2.6129 1.6079  0.030
O: -5.3240 -0.1121 -0.9073  -0.033
H: -5.2682 0.5696 -1.5287  0.013
H: -5.0411 -0.9684 -1.3443  0.080
O: 0.6106 0.6023 1.3962  -0.097
H: -0.1202 0.1147 0.9868  0.038
H: 1.0524 1.2512 0.7900  0.047
O: 2.1213 2.0580 -1.0034  0.053
H: 2.1544 2.7712 -1.4841  -0.015
H: 2.8039 1.7695 -0.4374  0.045
O: 4.1189 0.1035 -1.1704  -0.091
H: 3.8258 -0.4300 -1.9899  0.075
H: 5.0856 0.1363 -1.3647  0.083
O: -0.9377 3.4787 2.8198  -0.032
H: -1.8085 3.3284 3.0328  -0.018
H: -0.4655 3.6806 3.6469  0.054
O: -1.2956 1.4289 0.3536  -0.094
H: -1.0253 2.3257 0.6908  0.070
H: -2.1095 1.2222 0.8152  -0.005
O: 1.9721 -4.6223 1.9316  -0.081
H: 0.9183 -4.5988 1.9897  0.101
H: 2.0170 -4.7928 1.0222  -0.015
O: 3.4820 0.4157 2.5157  -0.002
H: 3.7202 -0.3571 2.1400  -0.077
H: 2.5523 0.5454 2.4412  -0.016
O: -0.1460 -3.1104 1.3474  -0.037
H: -0.9528 -2.7594 0.8613  0.090
H: -0.0824 -2.5859 2.0902  -0.049
O: 2.2589 0.5495 -3.3003  -0.059
H: 1.4663 0.5796 -3.7859  0.000
H: 2.2322 1.1736 -2.5084  0.020
O: 0.7176 -1.5533 3.3860  -0.094
H: 1.3451 -2.0782 2.6811  0.085
H: 1.3921 -1.0348 3.8064  0.026
O: -0.9317 1.7717 -5.1368  -0.079
H: -1.2658 1.1708 -4.4891  -0.026
H: -0.6639 2.6438 -4.7121  0.069

Forces on atoms 1 to 6 (eV/Å):
O -0.83 0.16 1.08
H -0.02 0.35 0.14
H 1.00 -0.43 -0.84
O -4.20 -0.88 -2.35
H 2.27 2.26 -0.37
H 1.62 -1.48 2.61